(1)
{
  "formula": "C3H2Cl2F2O",
  "method": "ωB97M-V/def2-TZVPD",
  "homo_energy_ev": -9.750,
  "de_lowest_kj_mol": 181.8,
  "smiles": "O[C@@H]1[C@](F)(Cl)[C@]1(F)Cl",
  "e_lumo_ev": 0.478,
  "multiplicity": 1,
  "total_energy_ha": -1310.76775,
  "species": ["O", "C", "C", "F", "Cl", "C", "F", "Cl", "H", "H"],
  "positions_angstrom": [[-0.4765, -0.8303, 1.5221], [-0.1642, 0.2082, 0.8060], [-0.6793, 0.3793, -0.6815], [-1.1159, 1.5639, -1.0890], [-1.4231, -1.1039, -1.1285], [0.7782, 0.2495, -0.4708], [1.6832, 1.2143, -0.5422], [1.6572, -1.2182, -0.9229], [-0.6013, -1.6408, 1.0596], [0.3418, 1.1780, 1.4472]],
  "atomic_forces_ev_per_a": [[-0.2, -0.8, 2.9], [3.3, 4.9, -2.0], [1.1, 0.7, 2.5], [-0.9, 0.2, -0.8], [-1.1, 0.1, -1.1], [1.0, -2.9, 1.4], [-0.5, 1.6, -0.1], [-0.3, -0.2, -0.2], [-0.1, -0.9, -0.9], [-2.4, -2.6, -1.7]],
  "lowdin_charge": [0.0136, -0.3180, -0.7959, 0.0824, 0.8090, -0.8103, 0.0339, 0.6884, 0.0578, 0.2391]
}

(2)
{
  "formula": "C2H5OP",
  "method": "ωB97M-V/def2-TZVPD",
  "homo_energy_ev": -9.538,
  "de_lowest_kj_mol": 170.4,
  "smiles": "O[C@@H]1CP1",
  "e_lumo_ev": 1.070,
  "multiplicity": 1,
  "total_energy_ha": -495.71561,
  "species": ["O", "C", "C", "P", "H", "H", "H", "H", "H"],
  "positions_angstrom": [[1.1079, -0.4790, 1.2206], [0.3183, 0.4839, 0.1142], [-1.1071, 0.2052, -0.1555], [0.0479, -0.3068, -1.5183], [2.0363, -0.3159, 1.0544], [0.6999, 1.4858, 0.2372], [-1.6134, -0.5645, 0.4039], [-1.7092, 1.0861, -0.3499], [0.2194, -1.5948, -1.0066]],
  "atomic_forces_ev_per_a": [[-2.8, 2.1, -2.2], [2.4, -2.4, 2.5], [0.2, 0.1, 0.3], [-0.1, 0.4, -0.5], [0.3, 0.2, -0.3], [-0.1, 0.1, -0.1], [0.1, -0.1, 0.1], [0.0, -0.1, 0.0], [0.1, -0.3, 0.1]],
  "lowdin_charge": [-0.1571, -0.4969, -0.3831, 0.8695, 0.0328, 0.0878, 0.0722, 0.0630, -0.0881]
}

(3)
{
  "formula": "C25H23FN4O3S2W",
  "method": "ωB97M-V/def2-TZVPD",
  "homo_energy_ev": [-14.256, -14.256],
  "de_lowest_kj_mol": 0.0,
  "total_charge": 2,
  "e_lumo_ev": [-9.306, -9.316],
  "multiplicity": 1,
  "total_energy_ha": -2373.97591,
  "species": ["W", "C", "C", "C", "C", "C", "C", "H", "H", "H", "H", "H", "H", "S", "C", "S", "C", "C", "N", "C", "N", "C", "C", "C", "C", "C", "C", "O", "N", "C", "O", "N", "C", "O", "H", "H", "H", "H", "H", "H", "H", "H", "H", "H", "H", "F", "C", "C", "C", "C", "C", "C", "C", "H", "H", "H", "H", "H", "H"],
  "positions_angstrom": [[0.8191, -0.9226, 1.7758], [0.6318, -3.1375, 1.2328], [1.8699, -3.1115, 1.8878], [2.0025, -2.3719, 3.0672], [0.8238, -1.9558, 3.7933], [-0.4318, -2.3391, 3.3053], [-0.5488, -2.7474, 1.9730], [0.5264, -3.6404, 0.2830], [2.7451, -3.5181, 1.3997], [2.9718, -2.2258, 3.5187], [0.9319, -1.5266, 4.7775], [-1.3185, -2.1528, 3.8965], [-1.5211, -2.9458, 1.5463], [2.7650, -0.6316, 0.3506], [3.1092, 0.8031, 1.2253], [1.9840, 1.0171, 2.4909], [4.1047, 1.7176, 0.9365], [4.2657, 2.8834, 1.7443], [4.3732, 3.8331, 2.3867], [4.9503, 1.5049, -0.1945], [5.5746, 1.3094, -1.1422], [-0.7533, 3.7484, 1.9620], [-2.0059, 2.9448, 2.2881], [-2.2874, 1.8045, 1.2882], [-3.6175, 1.0842, 1.6559], [-4.0448, -0.0277, 0.7076], [-2.4441, 2.3881, -0.0988], [-3.1849, 3.2813, -0.3693], [-1.6890, 1.7731, -1.1266], [-0.8539, 0.7378, -0.9619], [-0.4217, 0.2408, -2.0532], [-0.5257, 0.2760, 0.2628], [-1.1917, 0.7933, 1.3148], [-0.8055, 0.2887, 2.4088], [-0.5728, 4.5054, 2.7229], [-0.8489, 4.2699, 1.0072], [0.1426, 3.1218, 1.9197], [-2.8845, 3.5883, 2.2529], [-1.9607, 2.5091, 3.2864], [-4.3664, 1.8764, 1.6754], [-3.5061, 0.7177, 2.6772], [-4.2722, 0.3522, -0.2912], [-4.9508, -0.5045, 1.0771], [-3.2877, -0.8144, 0.6102], [-1.8679, 2.0832, -2.0773], [1.3506, -1.9737, -7.5418], [1.1171, -1.7486, -6.2504], [2.1668, -1.3616, -5.4455], [1.9098, -1.1228, -4.1038], [0.6274, -1.2841, -3.5913], [0.3841, -1.0272, -2.1544], [-0.4090, -1.6889, -4.4325], [-0.1711, -1.9177, -5.7743], [3.1549, -1.2458, -5.8694], [2.7222, -0.8054, -3.4578], [1.3061, -0.8529, -1.6115], [-0.2208, -1.7914, -1.6677], [-1.4116, -1.8301, -4.0413], [-0.9542, -2.2299, -6.4516]],
  "atomic_forces_ev_per_a": [[0.6, 2.0, -0.4], [-0.2, -0.2, 0.0], [0.1, 0.0, 0.0], [-0.1, -0.4, 0.2], [0.1, -0.1, 0.1], [-0.1, 0.0, 0.1], [0.2, -0.5, 0.1], [0.0, 0.1, -0.1], [0.0, 0.1, -0.1], [0.1, 0.1, -0.1], [0.0, 0.1, 0.0], [0.0, 0.1, 0.0], [-0.1, 0.2, -0.1], [-0.4, -0.2, -0.2], [1.9, 1.1, -0.5], [-0.9, -1.0, 0.6], [-0.9, -1.0, 0.3], [0.1, 0.4, 0.1], [-0.1, -0.3, -0.1], [0.1, 0.0, -0.3], [-0.2, 0.0, 0.3], [0.0, 0.0, 0.0], [0.0, 0.1, 0.0], [0.2, -0.1, -0.2], [0.0, 0.0, 0.1], [0.0, 0.0, -0.1], [-0.2, 0.2, -0.1], [0.1, -0.1, 0.0], [0.1, -0.2, 0.1], [0.0, -0.1, -0.5], [0.1, 0.0, 0.0], [-0.1, -0.5, 0.2], [0.0, -0.2, 0.6], [-0.2, 0.2, -0.2], [0.0, 0.0, 0.0], [0.0, 0.0, 0.0], [0.0, 0.0, 0.0], [0.0, 0.0, 0.0], [0.0, 0.0, 0.0], [0.0, 0.0, 0.0], [0.0, 0.0, 0.0], [0.0, 0.0, 0.0], [0.0, 0.0, 0.0], [0.0, 0.0, 0.0], [0.0, 0.0, 0.0], [0.0, 0.0, 0.1], [0.0, 0.0, -0.2], [0.1, 0.1, 0.2], [0.1, 0.1, -0.1], [0.0, -0.1, 0.0], [0.0, 0.1, 0.0], [-0.1, -0.1, 0.0], [-0.1, 0.0, 0.1], [0.0, 0.0, 0.0], [0.0, 0.0, 0.0], [0.0, 0.0, 0.0], [-0.1, 0.0, 0.0], [0.0, 0.0, 0.0], [0.0, 0.0, 0.0]],
  "lowdin_charge": [1.2564, -0.1596, -0.1207, -0.1693, -0.1529, -0.0631, -0.1350, 0.1402, 0.1468, 0.1491, 0.1490, 0.1553, 0.1422, 0.7341, -1.0321, 0.8356, -0.2813, -0.1913, 0.2372, -0.1798, 0.2354, -0.0455, -0.1410, -0.3008, -0.1317, -0.0523, -0.3698, 0.2059, 0.2730, -0.3271, 0.1140, 0.1288, -0.3977, -0.1245, 0.0984, 0.0925, 0.0408, 0.1384, 0.1320, 0.1412, 0.1320, 0.0915, 0.0951, 0.0678, 0.2018, 0.1085, -0.2622, 0.0290, -0.0111, -0.2318, -0.0703, -0.0173, 0.0262, 0.1347, 0.1214, 0.0282, 0.1278, 0.1239, 0.1336]
}

(4)
{
  "formula": "C11H20N10S2Ti",
  "method": "ωB97M-V/def2-TZVPD",
  "homo_energy_ev": [-13.230, -14.840],
  "de_lowest_kj_mol": 20.8,
  "total_charge": 2,
  "e_lumo_ev": [-5.273, -5.315],
  "multiplicity": 3,
  "total_energy_ha": -2624.10045,
  "s2": 2.004,
  "species": ["Ti", "C", "C", "N", "N", "C", "S", "N", "N", "H", "H", "H", "H", "H", "H", "C", "C", "N", "N", "C", "S", "N", "N", "H", "H", "H", "H", "H", "H", "C", "C", "C", "C", "N", "N", "C", "H", "H", "H", "H", "H", "H", "H", "H"],
  "positions_angstrom": [[-0.2745, -0.2065, -0.7784], [1.0686, 4.6721, -2.6590], [-0.2207, 4.0421, -2.2896], [-1.3811, 4.6146, -2.3041], [-2.2563, 3.6442, -1.8992], [-1.6781, 2.4840, -1.6371], [-2.3935, 1.0068, -1.1214], [-0.3653, 2.7295, -1.8706], [0.6172, 1.7230, -1.7387], [0.8857, 5.7259, -2.8530], [1.4882, 4.2210, -3.5593], [1.7985, 4.5923, -1.8517], [-3.2441, 3.8452, -1.8403], [0.9634, 1.5321, -2.6799], [1.3938, 2.1306, -1.2193], [-1.6477, -5.1912, 0.7923], [-0.9343, -4.6514, -0.3893], [-0.3608, -5.3613, -1.3076], [0.1411, -4.4508, -2.1965], [-0.1023, -3.1946, -1.8604], [0.3221, -1.7439, -2.6717], [-0.7848, -3.3092, -0.6947], [-1.2979, -2.1660, -0.0396], [-1.4879, -6.2662, 0.8103], [-2.7195, -4.9990, 0.7240], [-1.2726, -4.7714, 1.7267], [0.6347, -4.7642, -3.0197], [-2.2968, -2.1432, -0.2487], [-1.2121, -2.3291, 0.9627], [0.2910, 1.6534, 4.6287], [0.6180, 1.0373, 3.3123], [1.7861, 0.4603, 2.8462], [1.5143, 0.0732, 1.5326], [0.2583, 0.3862, 1.2034], [-0.2696, 0.9672, 2.3032], [2.3867, -0.6209, 0.5320], [1.1372, 1.5396, 5.3014], [-0.5739, 1.1760, 5.0891], [0.0830, 2.7185, 4.5249], [2.7036, 0.3432, 3.3974], [-1.2164, 1.3103, 2.2687], [3.2546, -0.0163, 0.2683], [1.8944, -0.8743, -0.4224], [2.7499, -1.5691, 0.9279]],
  "atomic_forces_ev_per_a": [[-0.5, 0.0, -0.5], [0.0, 0.0, 0.0], [0.0, 0.2, -0.1], [0.0, -0.2, 0.1], [-0.1, 0.1, -0.1], [-0.1, -0.4, 0.2], [0.1, 0.4, -0.1], [0.0, -0.4, 0.1], [0.0, 0.5, -0.3], [0.0, 0.0, 0.0], [0.0, 0.0, 0.0], [0.0, 0.0, 0.0], [0.0, 0.0, 0.0], [0.1, -0.1, 0.0], [0.0, -0.1, 0.1], [0.0, 0.0, 0.0], [0.0, -0.3, 0.0], [0.1, 0.2, 0.0], [0.0, -0.1, 0.0], [0.1, 0.3, -0.2], [0.0, -0.4, 0.2], [0.0, 0.4, 0.0], [-0.2, -0.6, 0.0], [0.0, 0.0, 0.0], [0.0, 0.0, 0.0], [0.0, 0.0, 0.0], [0.0, 0.0, 0.0], [0.0, 0.2, 0.1], [0.1, 0.1, 0.0], [0.1, 0.0, 0.0], [0.0, 0.1, 0.1], [-0.1, 0.0, 0.1], [0.0, -0.1, -0.1], [0.4, 0.1, 0.4], [-0.1, -0.1, -0.2], [0.1, -0.1, 0.0], [0.0, 0.0, 0.0], [0.0, 0.0, 0.0], [0.0, 0.0, 0.0], [0.0, 0.0, 0.0], [0.0, 0.0, 0.1], [0.0, 0.0, 0.1], [0.0, 0.1, 0.1], [0.1, 0.0, 0.0]],
  "lowdin_spin": [1.8000, 0.0000, 0.0002, 0.0014, 0.0011, 0.0083, 0.0136, 0.0072, 0.0289, 0.0000, 0.0000, 0.0000, -0.0001, 0.0040, 0.0032, 0.0000, 0.0000, 0.0013, 0.0004, 0.0085, 0.0142, 0.0078, 0.0339, 0.0000, 0.0000, 0.0000, -0.0001, 0.0051, 0.0035, 0.0023, 0.0149, 0.0026, 0.0171, 0.0062, -0.0005, 0.0074, -0.0001, 0.0006, 0.0007, -0.0001, 0.0001, 0.0008, 0.0045, 0.0008]
}

(5)
{
  "formula": "C4H9ClNO",
  "method": "ωB97M-V/def2-TZVPD",
  "homo_energy_ev": [-10.053, -15.619],
  "de_lowest_kj_mol": 120.5,
  "total_charge": 1,
  "e_lumo_ev": [-3.291, -7.285],
  "multiplicity": 3,
  "total_energy_ha": -747.51702,
  "s2": 2.007,
  "species": ["C", "C", "C", "C", "N", "O", "Cl", "H", "H", "H", "H", "H", "H", "H", "H", "H"],
  "positions_angstrom": [[-0.2573, 0.6467, -0.0124], [0.9961, 1.0281, -0.1066], [1.5176, 2.0897, 0.6673], [-1.1203, -1.7413, 0.2035], [-0.7734, -0.5002, -0.7266], [-1.7522, -2.6343, -0.5539], [2.2801, 0.2007, -0.9369], [-0.9755, 1.2555, 0.5336], [1.6946, 1.6289, 1.7489], [0.6539, 2.8347, 0.9017], [2.4150, 2.5405, 0.2733], [-0.2120, -1.9838, 0.7257], [-1.7963, -1.3386, 1.1192], [-1.4412, -0.2413, -1.3638], [-0.0545, -0.6475, -1.4109], [-1.1744, -3.1379, -1.0622]],
  "atomic_forces_ev_per_a": [[-9.6, -3.0, 1.4], [10.5, 2.6, -2.5], [-1.9, 1.1, 3.4], [-1.6, 2.1, 2.1], [2.6, 0.6, 2.3], [-2.0, 0.7, 1.2], [-1.2, -0.6, 0.0], [0.0, -0.4, -0.2], [0.1, 1.0, -1.3], [1.6, -0.7, -0.5], [0.1, 0.2, 0.2], [0.8, -0.5, -0.4], [1.1, -0.6, -2.6], [-3.6, 0.6, -1.3], [1.4, -1.4, -0.3], [1.7, -1.7, -1.4]],
  "lowdin_spin": [0.7402, 0.6617, 0.1183, 0.0415, 0.0919, 0.0130, 0.1803, 0.0313, 0.0738, 0.0173, 0.0087, 0.0042, 0.0036, 0.0136, 0.0001, 0.0005]
}

(6)
{
  "formula": "C6HNO",
  "method": "ωB97M-V/def2-TZVPD",
  "homo_energy_ev": -10.741,
  "de_lowest_kj_mol": 199.7,
  "e_lumo_ev": -1.639,
  "multiplicity": 1,
  "total_energy_ha": -358.98625,
  "species": ["C", "C", "C", "C", "C", "C", "H", "N", "O"],
  "positions_angstrom": [[1.0118, 0.0036, -0.7293], [0.6409, 0.6972, -2.0899], [0.1113, -0.0490, 0.3832], [-0.6092, -0.1019, 1.2895], [-1.7209, -0.4353, 2.0932], [-2.6252, -0.7296, 2.8956], [-2.9785, -1.2023, 4.1587], [0.7741, 1.3570, -3.0772], [2.0885, -0.5758, -0.7090]],
  "atomic_forces_ev_per_a": [[1.7, -1.1, -1.6], [1.3, 2.3, -1.9], [3.4, 1.1, -4.4], [-5.5, -1.3, 4.0], [-1.1, -0.2, 2.3], [1.8, -1.0, 2.8], [0.9, 1.9, -5.1], [-0.9, -2.9, 4.0], [-1.7, 1.1, 0.0]],
  "lowdin_charge": [-0.3517, -0.0701, 0.0527, -0.0150, -0.1481, 0.0621, 0.1964, 0.1475, 0.1262]
}